1.
Formula: C2H5BCl2O3
Source: the OMol25 dataset
Level of theory: the ωB97M-V functional and the def2-TZVPD basis

Geometry as ORCA input:
```
! RIJCOSX wB97M-V def2-TZVPD def2/J DEFGRID3
* xyz 0 1
B 1.08836 -1.97802 -0.56773
C -1.88478 0.21684 -0.78698
C -1.74107 1.13050 0.17127
O 1.96187 0.92480 0.74422
O 2.31221 -2.11419 -0.12695
O -0.07797 -2.06543 -0.82288
Cl -1.16883 2.77463 -0.05902
Cl -2.03829 0.84636 1.83558
H -1.88055 0.19862 -1.83374
H -2.20319 -0.76524 -0.45732
H 1.26609 0.58392 0.12876
H 1.65637 1.75761 1.21453
H 2.70976 -1.51040 0.56026
*
```

The SMILES is C=C(Cl)Cl.O=BO.O. The LUMO energy is 0.070 eV. As for the highest occupied orbital energy: -9.77 eV. Its molecular weight is 158.78 g/mol. The value obtained for the energy is -1250.20793 hartree. The relative energy (zero: lowest compared OMol25 entry of this formula, charge and spin) comes out at 129.1 kJ/mol. The calculation puts the orbital gap at 9.84 eV.

Results of the Mulliken charge analysis, in e, for atoms 1 through 4: 0.4809 -0.7974 0.4860 -0.6340

2.
Formula: C2H5BO
Source: the OMol25 dataset
Level of theory: the ωB97M-V functional and the def2-TZVPD basis

Geometry as ORCA input:
```
! RIJCOSX wB97M-V def2-TZVPD def2/J DEFGRID3
* xyz 0 1
B -1.25069 -0.49312 0.22084
C 1.26977 -0.04055 -0.19760
C 0.01272 0.50966 0.23511
O 2.39049 0.13186 0.20927
H -1.93060 -0.63836 1.30173
H -0.24529 1.04452 -0.70710
H 1.05072 -0.63701 -1.27398
H 0.24633 1.07504 1.11358
H -1.54345 -0.95204 -0.90185
*
```

The SMILES is BCC=O. The LUMO energy is -0.263 eV. As for the highest occupied orbital energy: -9.86 eV. Its molecular weight is 55.87 g/mol. The value obtained for the energy is -179.21776 hartree. The relative energy (zero: lowest compared OMol25 entry of this formula, charge and spin) comes out at 306.2 kJ/mol. The calculation puts the orbital gap at 9.60 eV.

Results of the Mulliken charge analysis, in e, for atoms 1 through 4: 0.1320 0.0978 -0.4379 -0.4628

3.
Formula: C2H5BO3
Source: the OMol25 dataset
Level of theory: the ωB97M-V functional and the def2-TZVPD basis

Geometry as ORCA input:
```
! RIJCOSX wB97M-V def2-TZVPD def2/J DEFGRID3
* xyz 0 1
B -1.38425 0.25673 -0.03161
C 2.05159 0.55305 -0.14483
C 0.87287 -0.02700 0.03348
O -1.55926 -1.07215 0.05636
O -2.53658 1.03561 -0.15762
O -0.16901 0.77499 0.22917
H 2.99659 0.19070 -0.08080
H 2.02155 1.70084 -0.30892
H 0.64485 -1.05637 0.12740
H -2.39463 -1.34663 -0.28303
H -3.37001 0.60004 0.10484
*
```

The SMILES is C=COB(O)O. The LUMO energy is 0.215 eV. As for the highest occupied orbital energy: -9.18 eV. Its molecular weight is 87.87 g/mol. The value obtained for the energy is -329.87629 hartree. The relative energy (zero: lowest compared OMol25 entry of this formula, charge and spin) comes out at 98.7 kJ/mol. The calculation puts the orbital gap at 9.40 eV.

Results of the Mulliken charge analysis, in e, for atoms 1 through 4: 0.7313 -0.7642 0.0662 -0.5184

4.
Formula: C2H5Br4N2
Source: the OMol25 dataset
Level of theory: the ωB97M-V functional and the def2-TZVPD basis

Geometry as ORCA input:
```
! RIJCOSX wB97M-V def2-TZVPD def2/J DEFGRID3
* xyz 1 1
C -0.39797 0.69305 -0.67771
C 0.76592 0.47937 0.29381
N -0.26218 1.97650 -1.14913
N 0.09644 -1.94100 0.95103
Br -2.26345 0.48458 0.52374
Br -0.56500 -0.65342 -2.00956
Br 0.79257 0.99056 1.97231
Br 2.37958 -0.15094 -0.37056
H -0.12984 2.70327 -0.46859
H -0.77820 2.26269 -2.05760
H -0.60358 -2.39780 0.37606
H 1.01729 -2.24182 0.58778
H -0.05157 -2.20504 2.02840
*
```

The LUMO energy is -6.757 eV. As for the highest occupied orbital energy: -13.59 eV. Its molecular weight is 376.69 g/mol. The value obtained for the energy is -10484.41272 hartree. The relative energy (zero: lowest compared OMol25 entry of this formula, charge and spin) comes out at 104.9 kJ/mol. The calculation puts the orbital gap at 6.83 eV.

Results of the Mulliken charge analysis, in e, for atoms 1 through 4: 0.3216 -0.1137 -0.4299 -0.6445

5.
Formula: C2H5BrCl2Si
Source: the OMol25 dataset
Level of theory: the ωB97M-V functional and the def2-TZVPD basis

Geometry as ORCA input:
```
! RIJCOSX wB97M-V def2-TZVPD def2/J DEFGRID3
* xyz 0 1
C -0.28829 -0.34137 0.79815
C 0.71897 -0.41546 -0.36387
Si 0.85698 -2.16892 -1.13704
Cl 1.21872 -1.88751 -3.43860
Cl 2.55701 -3.11263 -0.63483
Br -1.02949 -3.33242 -0.86976
H -1.34270 -0.34740 0.46424
H -0.12169 -1.00188 1.50825
H -0.18165 0.56366 1.33919
H 1.77493 -0.31498 0.12295
H 0.53543 0.47182 -1.14712
*
```

The SMILES is CC[Si](Cl)(Cl)Br. The LUMO energy is 0.213 eV. As for the highest occupied orbital energy: -10.79 eV. Its molecular weight is 207.96 g/mol. The value obtained for the energy is -3863.21791 hartree. The relative energy (zero: lowest compared OMol25 entry of this formula, charge and spin) comes out at 73.8 kJ/mol. The calculation puts the orbital gap at 11.00 eV.

Results of the Mulliken charge analysis, in e, for atoms 1 through 4: -1.4644 -0.2538 0.7088 -0.3517

6.
Formula: C2H5BrCl2Si
Source: the OMol25 dataset
Level of theory: the ωB97M-V functional and the def2-TZVPD basis

Geometry as ORCA input:
```
! RIJCOSX wB97M-V def2-TZVPD def2/J DEFGRID3
* xyz 0 1
C 1.46018 0.07652 0.50357
C 0.37134 0.04194 -0.60782
Si -1.45888 -0.15121 -0.06152
Cl -2.29629 -1.34207 -1.41898
Cl -1.43698 -1.01219 1.72977
Br -2.59912 2.09990 -0.02145
H 1.73335 1.14687 0.83062
H 0.95405 -0.52727 1.37188
H 2.24595 -0.46250 0.11916
H 0.60702 -0.76796 -1.19034
H 0.41938 0.89797 -1.25489
*
```

The SMILES is CC[Si](Cl)(Cl)Br. The LUMO energy is -0.044 eV. As for the highest occupied orbital energy: -10.50 eV. Its molecular weight is 207.96 g/mol. The value obtained for the energy is -3863.21930 hartree. The relative energy (zero: lowest compared OMol25 entry of this formula, charge and spin) comes out at 70.2 kJ/mol. The calculation puts the orbital gap at 10.45 eV.

Results of the Mulliken charge analysis, in e, for atoms 1 through 4: -0.8022 -0.7129 0.7612 -0.1918

7.
Formula: C2H5BrClN
Source: the OMol25 dataset
Level of theory: the ωB97M-V functional and the def2-TZVPD basis

Geometry as ORCA input:
```
! RIJCOSX wB97M-V def2-TZVPD def2/J DEFGRID3
* xyz 0 1
C 0.93683 -0.84810 0.09304
C -0.51979 1.05426 -0.35290
N 0.43904 0.49331 0.39091
Cl -0.92211 2.69334 -0.08319
Br -2.68386 -1.40339 -0.40221
H 1.22125 -0.87086 -0.97521
H 1.88138 -0.85708 0.53543
H 0.23541 -1.56736 0.48966
H -1.19922 0.54542 -1.02092
H 0.61108 0.76046 1.32539
*
```

The LUMO energy is -1.779 eV. As for the highest occupied orbital energy: -7.86 eV. Its molecular weight is 158.43 g/mol. The value obtained for the energy is -3168.10137 hartree. The relative energy (zero: lowest compared OMol25 entry of this formula, charge and spin) comes out at 194.9 kJ/mol. The calculation puts the orbital gap at 6.08 eV.

Results of the Mulliken charge analysis, in e, for atoms 1 through 4: -0.8741 0.1153 -0.0847 -0.0850

8.
Formula: C2H5BrClN
Source: the OMol25 dataset
Level of theory: the ωB97M-V functional and the def2-TZVPD basis

Geometry as ORCA input:
```
! RIJCOSX wB97M-V def2-TZVPD def2/J DEFGRID3
* xyz 0 1
C 1.31544 -0.92200 -0.21921
C 1.39060 0.52928 0.09916
N 0.31356 1.16805 0.22961
Cl -4.39618 -0.07356 -0.39459
Br 0.33231 2.96891 0.65349
H 1.44002 -1.49089 0.70153
H 0.34728 -1.16463 -0.64761
H 2.11625 -1.20129 -0.90149
H -5.24631 -0.76911 0.25918
H 2.38702 0.95523 0.21994
*
```

The SMILES is C/C=N/Br.Cl. The LUMO energy is 0.709 eV. As for the highest occupied orbital energy: -9.65 eV. Its molecular weight is 158.43 g/mol. The value obtained for the energy is -3168.12150 hartree. The relative energy (zero: lowest compared OMol25 entry of this formula, charge and spin) comes out at 142.1 kJ/mol. The calculation puts the orbital gap at 10.36 eV.

Results of the Mulliken charge analysis, in e, for atoms 1 through 4: -0.8811 0.1462 -0.3511 -0.2393

9.
Formula: C2H5BrFPS2
Source: the OMol25 dataset
Level of theory: the ωB97M-V functional and the def2-TZVPD basis

Geometry as ORCA input:
```
! RIJCOSX wB97M-V def2-TZVPD def2/J DEFGRID3
* xyz 0 1
C -1.17020 1.44052 0.62633
C -0.96342 0.42687 -0.47224
F -0.38461 1.23465 1.74508
P 1.76386 -0.28049 0.55643
S 1.82621 -3.39389 -0.71390
S 0.74134 0.45785 -1.04580
Br 3.82441 0.05424 -0.00459
H -1.11829 2.61434 0.56579
H -2.17567 1.27477 0.85972
H -1.31067 -0.56654 -0.08465
H -1.69177 0.67780 -1.32241
H 0.65881 -3.94011 -0.70975
*
```

The LUMO energy (spin up / spin down) is -1.940 / -1.181 eV. As for the highest occupied orbital energy (spin up / spin down): -7.60 / -9.04 eV. Its molecular weight is 223.07 g/mol. The value obtained for the energy is -3890.73765 hartree. The relative energy (zero: lowest compared OMol25 entry of this formula, charge and spin) comes out at 233.5 kJ/mol. The calculation puts the orbital gap (spin up / spin down) at 5.66 / 7.86 eV.

Results of the Mulliken charge analysis, in e, for atoms 1 through 4: -0.2057 -0.5695 -0.2567 0.2170

10.
Formula: C2H5BrN2O
Source: the OMol25 dataset
Level of theory: the ωB97M-V functional and the def2-TZVPD basis

Geometry as ORCA input:
```
! RIJCOSX wB97M-V def2-TZVPD def2/J DEFGRID3
* xyz 0 1
C -3.55041 0.54613 0.27298
C -0.56666 -1.57656 0.15648
N -1.55421 1.75744 -0.06289
N -2.54515 1.29623 0.21149
O -1.74808 -1.60786 0.18972
Br 3.75073 -0.67306 0.04619
H -3.67996 0.11597 1.23629
H -4.24669 0.33095 -0.45957
H 5.05665 -0.66007 0.49994
H 0.06749 -0.85120 0.62308
H 0.13242 -2.29882 -0.38298
*
```

The LUMO energy is 0.660 eV. As for the highest occupied orbital energy: -8.23 eV. Its molecular weight is 152.98 g/mol. The value obtained for the energy is -2837.84603 hartree. The relative energy (zero: lowest compared OMol25 entry of this formula, charge and spin) comes out at 274.1 kJ/mol. The calculation puts the orbital gap at 8.89 eV.

Results of the Mulliken charge analysis, in e, for atoms 1 through 4: -0.4356 -0.0102 -0.5704 0.4691